Arrangement 1

A molecular structure, C3H8N2S2. Source: the Open Molecules 2025 dataset; level of theory: wB97M-V/def2-TZVPD.

```
15
C3H8N2S2 | the Open Molecules 2025 dataset | wB97M-V/def2-TZVPD
C -2.64008 0.49012 0.36094
C 0.38683 -0.45902 0.11221
C 1.64010 0.27708 -0.55035
H -2.86223 1.20857 -0.58623
H -1.65790 0.84894 1.10366
H -3.56919 0.24082 1.19953
H -0.31807 -0.31207 -1.55340
H 1.45158 1.40933 -0.47028
H 1.65026 -0.10936 -1.65533
H 3.40261 -1.01379 -0.18596
H 2.18653 0.00677 1.57707
N -0.62496 -0.84012 -0.76460
N 2.82119 0.13188 0.28967
S -2.32585 -0.99632 -0.52199
S 0.45919 -0.88282 1.64507
```

Löwdin atomic charge list, values in e, 4 entries: -0.506 -0.878 -0.414 0.057

Arrangement 2

C3H8N2S2 in the gas phase. Source: the Open Molecules 2025 dataset; level of theory: wB97M-V/def2-TZVPD.

```
15
Properties=species:S:1:pos:R:3
C -2.43086 0.00810 0.52895
N -1.74427 0.52965 -0.64359
N -0.55171 1.22245 -0.38510
C 0.74759 0.75875 -0.30950
S 2.01442 1.91573 0.03763
S 0.84039 -0.90988 -0.25604
C 2.63922 -1.18552 0.02757
H -1.63412 -0.21086 1.37077
H -3.04624 -1.07390 0.18168
H -3.35817 0.90871 0.84269
H -1.76399 -0.26496 -1.36238
H -0.75151 2.18094 -0.33211
H 2.85205 -1.20945 1.13711
H 3.37384 -0.39899 -0.39879
H 2.81336 -2.27077 -0.43889
```

The SMILES is CNNC(=S)SC.

Löwdin atomic charge list, values in e, 4 entries: -0.186 -0.203 -0.143 -1.120

Pick arrangement 2: it beats the second-best structure by 57.7 kcal/mol.

Arrangement 1

C24H32N4O4 in the gas phase. Source: the Open Molecules 2025 dataset; level of theory: wB97M-V/def2-TZVPD.

```
64
Properties=species:S:1:pos:R:3
C 0.84956 4.24962 -2.63496
C 1.48916 2.87010 -2.53724
C 1.00690 2.03117 -1.34048
N -0.38358 1.62131 -1.30234
C -1.35434 2.59620 -0.83908
C -2.28598 1.97941 0.21374
C -1.56218 1.72878 1.53056
C -0.83637 0.81269 -2.41657
C -0.28822 -0.61256 -2.29641
N -0.54915 -1.06750 -0.95255
C -0.64482 -2.34319 -0.59353
O -0.60753 -3.30009 -1.34630
C -0.85615 -2.57481 0.92359
O -0.83089 -3.95824 1.14986
C -2.19155 -2.01608 1.36098
C -3.30856 -2.05174 0.54202
C -4.53505 -1.62183 1.01792
C -4.65068 -1.17107 2.32357
C -3.54497 -1.13248 3.15030
C -2.30631 -1.55018 2.67048
N -1.17187 -1.49056 3.45082
C 0.11418 -1.53498 2.95828
O 1.05731 -1.22905 3.65159
N 0.21516 -1.89059 1.63595
C 1.49854 -1.83616 1.02464
C 2.08229 -2.96909 0.46990
C 3.30334 -2.85380 -0.16434
C 3.95811 -1.63607 -0.24922
C 3.38203 -0.50646 0.32106
O 3.91923 0.74565 0.29175
C 5.18302 0.92107 -0.30017
C 2.14438 -0.61397 0.95220
H -0.21515 4.17561 -2.84000
H 0.98649 4.80148 -1.70743
H 1.30929 4.81921 -3.44014
H 1.31806 2.32320 -3.46671
H 2.56932 2.98629 -2.42515
H 1.20705 2.58388 -0.41992
H 1.61522 1.12240 -1.30526
H -0.82772 3.43532 -0.38288
H -1.95937 2.99328 -1.66738
H -2.69493 1.03888 -0.16169
H -3.12223 2.65983 0.38522
H -2.22358 1.23646 2.23909
H -0.68941 1.09781 1.37754
H -1.22771 2.66824 1.96539
H -1.92639 0.76471 -2.37255
H -0.55756 1.22713 -3.39646
H -0.77777 -1.28698 -3.00198
H 0.78954 -0.63390 -2.49469
H -0.54352 -0.32288 -0.26601
H -0.72940 -4.37461 0.27074
H -3.21753 -2.42950 -0.46547
H -5.40167 -1.65041 0.37597
H -5.60948 -0.84725 2.69963
H -3.62990 -0.78307 4.16893
H -1.25285 -1.19993 4.41465
H 1.59328 -3.92587 0.54775
H 3.76184 -3.72963 -0.59815
H 4.91157 -1.58426 -0.75025
H 5.16661 0.67295 -1.36699
H 5.94941 0.32148 0.20048
H 5.41948 1.97735 -0.18128
H 1.71396 0.26729 1.39896
```

The SMILES is CCCN(CCC)CCNC(=O)[C@]1(O)c2ccccc2NC(=O)N1c1cccc(OC)c1.

Löwdin atomic charge list, values in e, 4 entries: -0.104 -0.229 -0.198 -0.188

Arrangement 2

C24H32N4O4 in the gas phase. Source: the Open Molecules 2025 dataset; level of theory: wB97M-V/def2-TZVPD.

```
64
Properties=species:S:1:pos:R:3
C -0.74907 -1.89553 4.12629
C -1.61850 -1.04861 3.20524
C -0.81784 0.04726 2.49971
C 0.16660 -0.51002 1.45226
N -0.11786 -0.03335 0.10640
C -0.03991 1.25239 -0.27424
O -0.56513 1.66345 -1.30459
C 0.82952 2.19480 0.55923
N 2.19257 2.09938 0.08973
C 3.15690 1.43960 0.77488
O 2.97125 0.93293 1.86810
C 4.45567 1.39432 0.09361
C 5.63383 0.82116 0.49844
C 6.56270 1.06027 -0.53602
C 5.88704 1.75735 -1.49231
O 4.61568 1.96556 -1.12641
C -0.76391 -0.96770 -0.81633
C -2.25074 -1.07499 -0.41045
O -2.72505 -2.00119 0.21500
N -2.93682 0.00460 -0.81025
C -4.32431 0.23965 -0.46607
C -4.44177 1.10195 0.79700
C -3.93520 2.52007 0.54961
C -4.71210 3.16407 -0.59462
C -4.56421 2.33521 -1.86690
C -5.04770 0.90376 -1.63895
C -0.01131 -2.26924 -0.90952
C -0.64501 -3.48278 -1.14797
C 0.12438 -4.62929 -1.27127
C 1.50112 -4.51880 -1.16934
N 2.11699 -3.36666 -0.96063
C 1.38195 -2.28002 -0.83436
H 0.03742 -2.39946 3.57034
H -1.35210 -2.65151 4.62326
H -0.28163 -1.27314 4.88669
H -2.40582 -0.57706 3.79887
H -2.10007 -1.68502 2.46064
H -0.27234 0.61920 3.25312
H -1.51204 0.73148 2.00505
H 1.19584 -0.26587 1.72307
H 0.08061 -1.59562 1.41954
H 0.82691 1.95241 1.62019
H 0.46450 3.21403 0.40335
H 2.39239 2.43738 -0.83903
H 5.79328 0.29966 1.41898
H 7.58828 0.75582 -0.56594
H 6.19204 2.14668 -2.44390
H -0.72915 -0.49057 -1.80663
H -2.43350 0.76352 -1.25304
H -4.75704 -0.74711 -0.26475
H -5.49140 1.13842 1.09492
H -3.88131 0.62794 1.60502
H -4.04863 3.11303 1.45961
H -2.87211 2.49935 0.29805
H -4.34680 4.17785 -0.76890
H -5.76841 3.22954 -0.32272
H -5.14395 2.78652 -2.67460
H -3.51695 2.33596 -2.17691
H -4.89651 0.30924 -2.54214
H -6.11704 0.91592 -1.41945
H -1.71927 -3.53584 -1.22165
H -0.34050 -5.58664 -1.44809
H 2.14601 -5.38248 -1.26268
H 1.93478 -1.36418 -0.66504
```

The SMILES is CCCCN(C(=O)CNC(=O)c1ccco1)[C@H](C(=O)NC1CCCCC1)c1cccnc1.

Löwdin atomic charge list, values in e, 4 entries: -0.101 -0.262 -0.166 -0.126

Pick arrangement 1: it beats the second-best structure by 5.1 kcal/mol.

Arrangement 1

A molecular structure, C43H43N11O2S3Ti. Source: the Open Molecules 2025 dataset; level of theory: wB97M-V/def2-TZVPD.

```
103
Properties=species:S:1:pos:R:3
Ti -0.99698 -0.04732 0.31190
N 1.68251 -1.02969 3.85920
C 1.48557 -1.06762 2.53043
S 2.75100 -0.53424 1.44271
N 0.36477 -1.47540 2.00240
N 0.39537 -1.30501 0.62317
C 1.73924 -1.33944 0.07805
C 2.35302 -2.72716 -0.07134
C 1.63567 -3.87049 0.23830
C 2.21895 -5.12455 0.12594
C 3.53352 -5.25019 -0.28959
C 4.27724 -4.10682 -0.54737
C 3.69656 -2.85710 -0.41849
C 1.67209 -0.47508 -1.16286
C 2.63436 -0.44104 -2.15472
C 2.45405 0.38024 -3.25310
C 1.30164 1.13862 -3.34387
C 0.37347 1.03163 -2.33050
N 0.55080 0.25646 -1.25408
H 2.62450 -1.00579 4.21290
H 0.99744 -1.48829 4.43980
H 0.62537 -3.79753 0.60410
H 1.63946 -6.00520 0.36918
H 3.98590 -6.22762 -0.38551
H 5.31855 -4.18563 -0.82922
H 4.32529 -1.98271 -0.54377
H 3.50024 -1.08051 -2.09752
H 3.19626 0.40485 -4.03971
H 1.10601 1.77860 -4.19211
H -0.56457 1.56353 -2.39550
N -1.99913 0.18498 2.39857
C -3.26768 0.71118 2.97210
C -3.47136 2.20009 2.77835
C -3.78170 2.67812 1.34976
C -2.61237 3.27131 0.57757
N -1.79589 2.24580 -0.12582
H -1.93091 -0.80010 2.65790
H -1.22912 0.61620 2.90236
H -3.27345 0.48947 4.04208
H -4.10227 0.15682 2.54219
H -2.60940 2.74616 3.17610
H -4.30871 2.47020 3.42346
H -4.54593 3.45396 1.40948
H -4.23475 1.86941 0.76361
H -1.97077 3.83476 1.25639
H -2.98719 3.98466 -0.15935
H -0.96033 2.70581 -0.48602
H -2.31759 1.96390 -0.94907
N -3.87390 -0.19857 -2.67502
C -2.70192 -0.70868 -2.24485
O -2.10013 -0.00913 -1.32036
C -2.20483 -1.87864 -2.79671
C -3.05476 -2.66535 -3.62044
N -3.80520 -3.25851 -4.26207
C -0.87464 -2.30161 -2.57750
N 0.20913 -2.65168 -2.40146
H -4.33919 0.50097 -2.12596
H -4.40708 -0.68156 -3.38086
S -5.60250 -4.85619 -0.35254
C -4.32725 -3.72697 -0.00854
C -4.69071 -2.39998 0.27891
C -3.71244 -1.46788 0.49720
N -2.39467 -1.75375 0.48237
C -2.05266 -3.02240 0.24150
C -2.96772 -4.02592 -0.00168
C -4.68415 -6.25296 -0.96606
C -4.23870 -6.26566 -2.27946
C -3.52646 -7.37902 -2.70444
N -3.26377 -8.42587 -1.92571
C -3.72156 -8.40456 -0.67884
C -4.43830 -7.34000 -0.14388
H -5.73120 -2.10312 0.29541
H -3.97827 -0.43018 0.65511
H -0.99669 -3.22430 0.19385
H -2.60675 -5.02372 -0.21037
H -4.43369 -5.44162 -2.95367
H -3.15514 -7.43014 -3.72122
H -3.50738 -9.27654 -0.07206
H -4.79136 -7.36440 0.87784
O 0.30276 1.26363 1.34536
S 0.32076 2.62621 2.04821
C 1.46677 2.49636 3.38992
C 0.89061 2.44431 4.65300
C 1.70741 2.31423 5.76649
C 3.08293 2.24217 5.60241
C 3.65103 2.30928 4.33247
C 2.84511 2.44430 3.21507
C 1.14103 3.71549 0.91617
C 1.96817 3.20486 -0.07526
C 2.58448 4.09362 -0.94410
C 2.37083 5.46012 -0.81294
C 1.53782 5.95289 0.18352
C 0.90963 5.07799 1.05629
H -0.18453 2.52825 4.76871
H 1.27283 2.28761 6.75633
H 3.72307 2.15580 6.47043
H 4.72626 2.27760 4.21813
H 3.28108 2.52453 2.22841
H 2.12653 2.13748 -0.15234
H 3.23871 3.71902 -1.72020
H 2.85668 6.14727 -1.49246
H 1.37379 7.01740 0.27850
H 0.25598 5.45219 1.83567
```

The charge is +2.

Löwdin atomic charge list, values in e, 4 entries: 1.149 0.149 -0.664 1.114

Arrangement 2

A molecular structure, C43H43N11O2S3Ti. Source: the Open Molecules 2025 dataset; level of theory: wB97M-V/def2-TZVPD.

```
103
Properties=species:S:1:pos:R:3
Ti -0.37406 0.64995 0.08875
N 2.57243 -0.22844 3.65650
C 2.22442 -0.34353 2.36402
S 3.39943 -0.02341 1.10357
N 1.02024 -0.66039 1.98899
N 0.92167 -0.63086 0.59193
C 2.20275 -0.90027 -0.04206
C 2.61240 -2.36847 -0.02999
C 1.80089 -3.32352 0.56427
C 2.18010 -4.65854 0.58636
C 3.38500 -5.05091 0.02990
C 4.23618 -4.09067 -0.49962
C 3.86208 -2.75830 -0.50903
C 2.15669 -0.18388 -1.37480
C 3.05366 -0.36393 -2.41415
C 2.89342 0.36106 -3.57965
C 1.82392 1.23796 -3.69703
C 0.95602 1.34476 -2.63549
N 1.12748 0.66877 -1.48956
H 3.54422 -0.28208 3.91034
H 1.90582 -0.53721 4.34668
H 0.89181 -3.02421 1.05895
H 1.53226 -5.38997 1.05130
H 3.67763 -6.09188 0.03841
H 5.20380 -4.37686 -0.88899
H 4.58098 -2.02469 -0.85016
H 3.84146 -1.09280 -2.33627
H 3.58255 0.22263 -4.40181
H 1.64900 1.80287 -4.60118
H 0.07761 1.97317 -2.70129
N -1.41787 0.72053 2.05041
C -2.68858 1.27327 2.59769
C -2.86701 2.77300 2.44785
C -3.24173 3.28248 1.04723
C -2.10261 3.86520 0.22406
N -1.30657 2.82516 -0.48142
H -1.48470 -0.29943 2.11108
H -0.65884 0.95172 2.68845
H -2.73187 1.01027 3.65634
H -3.51518 0.75353 2.11840
H -1.97586 3.29249 2.81292
H -3.66608 3.04679 3.13832
H -3.98785 4.07011 1.15641
H -3.73688 2.48838 0.47516
H -1.43787 4.44230 0.86679
H -2.50143 4.56292 -0.51514
H -0.51349 3.29649 -0.91746
H -1.87082 2.48658 -1.25503
N -3.34074 0.41407 -2.72766
C -2.17983 -0.19024 -2.37902
O -1.51695 0.38900 -1.41271
C -1.71975 -1.30346 -3.04804
C -2.56717 -1.93949 -3.99579
N -3.30949 -2.40600 -4.74189
C -0.45197 -1.86443 -2.75720
N 0.57848 -2.32338 -2.52263
H -3.81269 0.96202 -2.02891
H -3.92538 -0.02801 -3.42201
S -5.12268 -4.54502 -1.37753
C -3.94087 -3.44022 -0.73060
C -4.41197 -2.21301 -0.24020
C -3.52060 -1.31221 0.28813
N -2.19473 -1.51941 0.38283
C -1.76162 -2.69079 -0.08832
C -2.57282 -3.66813 -0.63747
C -4.08923 -5.85670 -1.99369
C -3.56193 -5.78334 -3.27379
C -2.75224 -6.82924 -3.69809
N -2.46869 -7.89088 -2.94888
C -3.00530 -7.95565 -1.73449
C -3.82405 -6.96551 -1.20560
H -5.46740 -1.97439 -0.27075
H -3.89155 -0.36045 0.65052
H -0.69728 -2.85450 -0.05985
H -2.12566 -4.58471 -0.99646
H -3.77506 -4.94285 -3.92028
H -2.31847 -6.81270 -4.69117
H -2.77121 -8.83859 -1.15125
H -4.24062 -7.05932 -0.21206
O 0.93448 2.00553 0.93114
S 0.87003 3.30604 1.74645
C 2.16613 3.20314 2.93821
C 1.76618 3.16550 4.26752
C 2.73423 3.07999 5.25892
C 4.07402 3.02646 4.90629
C 4.46124 3.06313 3.56789
C 3.50739 3.15925 2.57130
C 1.48277 4.53003 0.61675
C 2.15141 4.14238 -0.53601
C 2.60945 5.12964 -1.39768
C 2.39751 6.46942 -1.09975
C 1.72330 6.83752 0.05813
C 1.25373 5.86420 0.92616
H 0.71517 3.21875 4.52669
H 2.44214 3.06639 6.29997
H 4.82965 2.97111 5.67876
H 5.51083 3.03758 3.30716
H 3.79735 3.21146 1.53021
H 2.31444 3.09208 -0.74352
H 3.13959 4.85226 -2.29905
H 2.75886 7.23319 -1.77490
H 1.55859 7.88228 0.28282
H 0.72437 6.14209 1.83044
```

The charge is +2.

Löwdin atomic charge list, values in e, 4 entries: 1.166 0.148 -0.671 1.110

Pick arrangement 1: it beats the second-best structure by 8.1 kcal/mol.